#w
{"formula": "C6H19N4", "method": "the ωB97M-V functional and the def2-TZVPD basis", "symbols": ["C", "C", "C", "C", "C", "C", "N", "N", "N", "N", "H", "H", "H", "H", "H", "H", "H", "H", "H", "H", "H", "H", "H", "H", "H", "H", "H", "H", "H"], "coordinates": [[-0.7012, 1.0212, 2.0142], [1.3088, 2.2318, 2.5622], [-3.1857, -1.1920, -1.0372], [-1.5958, -2.7504, -2.2349], [2.6146, 0.9357, 0.0920], [1.2002, 0.7511, 0.5269], [2.9802, 0.3392, -1.2150], [0.4418, -0.0172, -0.2239], [0.6339, 1.2321, 1.6390], [-1.9695, -1.4513, -1.8181], [-0.5756, 0.7993, 3.0468], [-1.3333, 1.9126, 1.9824], [-1.0319, 0.2422, 1.3108], [1.4841, 1.6717, 3.5150], [2.2455, 2.5757, 2.3447], [0.6305, 2.9649, 2.7577], [-4.1801, -1.2701, -1.6610], [-3.2305, -1.8260, -0.0359], [-2.9799, -0.0808, -0.7270], [-1.8815, -3.0194, -3.3455], [-0.4773, -2.9288, -2.1573], [-2.0013, -3.4940, -1.5029], [3.3070, 0.5337, 0.8135], [2.7955, 2.0096, 0.1271], [3.3085, -0.6390, -1.2018], [3.5667, 0.8893, -1.8569], [0.7755, -0.2035, -1.1301], [-0.4326, -0.4725, -0.1243], [-1.7167, -0.7651, -2.4604]], "lowdin_charge": [-0.013, 0.043, -0.147, -0.175, -0.152, -0.241, 0.009, 0.214, -0.128, -0.250, 0.101, 0.122, 0.088, 0.126, 0.061, 0.065, 0.101, 0.107, 0.085, 0.109, 0.074, 0.085, 0.133, 0.134, 0.101, 0.098, 0.094, 0.081, 0.075], "charge": 1, "homo_energy_ha": -0.423}

---

#x
{"formula": "C6H19N4", "method": "the ωB97M-V functional and the def2-TZVPD basis", "symbols": ["C", "C", "C", "C", "C", "C", "N", "N", "N", "N", "H", "H", "H", "H", "H", "H", "H", "H", "H", "H", "H", "H", "H", "H", "H", "H", "H", "H", "H"], "coordinates": [[2.1362, 1.9669, -2.2421], [-0.1932, 0.2178, 2.9825], [-2.8686, -0.9449, -0.6432], [1.7823, 1.3334, -0.7964], [0.6574, 0.3006, -0.7707], [0.4592, -0.1551, 0.6746], [0.9087, -0.9451, -1.5511], [0.6950, -1.4181, 0.8083], [0.1784, 0.7219, 1.5839], [-2.6294, -1.3132, 0.8354], [1.3939, 2.7111, -2.6305], [2.5141, 1.0729, -2.9514], [2.9817, 2.5560, -1.9382], [0.7670, 0.0552, 3.3096], [-0.6519, 1.0130, 3.6316], [-0.7822, -0.7595, 3.0748], [-1.9392, -1.2874, -1.0963], [-3.6930, -1.5355, -0.9632], [-2.7930, 0.1641, -0.5627], [2.6548, 0.9563, -0.1999], [1.2938, 2.1766, -0.2128], [-0.2916, 0.7567, -1.1637], [0.1957, -0.9266, -2.2883], [1.8050, -1.0892, -2.0174], [0.6797, -1.9598, 1.6963], [0.6919, -2.0461, -0.0224], [-0.1152, 1.6560, 1.4133], [-3.4714, -1.0327, 1.2536], [-2.3659, -2.2453, 0.7862]], "lowdin_charge": [-0.069, -0.005, -0.115, -0.197, -0.316, -0.371, 0.030, 0.208, 0.088, -0.052, 0.085, 0.115, 0.047, 0.048, 0.113, 0.107, 0.038, 0.065, 0.082, 0.135, 0.114, 0.160, 0.096, 0.101, 0.153, 0.133, 0.145, 0.040, 0.023], "charge": 1, "homo_energy_ha": -0.469}

---

Which structure above is the least stable? It is #w.